{
  "formula": "CHCoF3O",
  "method": "ωB97M-V/def2-TZVPD",
  "species": ["Co", "F", "F", "F", "O", "C", "H"],
  "xyz": [[4.072899, 0.050926, 0.006097], [-2.081589, -1.271307, -0.134508], [-2.102587, 0.704234, -1.026079], [-2.117516, 0.490294, 1.130910], [2.344148, 0.020746, 0.011812], [-1.456861, -0.016215, -0.003982], [1.341505, 0.021321, 0.015748]],
  "forces_ev_per_a": [[0.07, 0.01, 0.00], [2.79, 1.57, 0.19], [2.82, -0.84, 1.26], [2.83, -0.60, -1.36], [-2.44, -0.01, 0.01], [-8.48, -0.13, -0.08], [2.41, 0.01, -0.01]],
  "total_charge": 0,
  "orbital_gap_ev": [8.27, 6.78],
  "spin_multiplicity": 6,
  "e_tot_ha": -1796.0619,
  "e_homo_ev": [-7.5, -10.3]
}

***

{
  "formula": "CHF2N2O3",
  "method": "ωB97M-V/def2-TZVPD",
  "species": ["F", "F", "O", "O", "O", "N", "N", "C", "H"],
  "xyz": [[-0.869687, -0.910491, 0.881706], [-1.761454, -0.979402, -1.109042], [2.134895, -1.059658, 0.946978], [0.484546, -1.253272, -0.927246], [3.445625, 0.238791, -0.167935], [2.409413, -0.451518, -0.043734], [1.636156, -0.436992, -1.113383], [-0.653798, -0.560186, -0.359431], [-0.574557, 0.484661, -0.722284]],
  "forces_ev_per_a": [[-0.27, 0.43, 0.79], [0.21, -0.38, 0.68], [-0.50, -1.50, 2.74], [-1.89, 0.23, 1.50], [0.30, 0.02, 0.10], [0.18, 1.20, -2.14], [-0.34, 0.83, -0.95], [2.06, -0.78, -4.37], [0.24, -0.04, 1.66]],
  "total_charge": -1,
  "orbital_gap_ev": 8.54,
  "relative_energy_kj_mol": 0.0,
  "smiles": "[O-][N+]([O-])=NOC(F)F",
  "e_tot_ha": -573.5678,
  "e_homo_ev": -4.4
}

***

{
  "formula": "CHF2NO",
  "method": "ωB97M-V/def2-TZVPD",
  "species": ["F", "F", "O", "N", "C", "H"],
  "xyz": [[-3.051243, -1.231497, -0.310337], [-4.009337, 0.066233, 1.122043], [-2.341058, 0.856346, -0.144315], [0.351563, -0.430173, -0.854659], [-3.025278, -0.019478, 0.184312], [0.006166, -0.423735, 0.086072]],
  "forces_ev_per_a": [[0.05, 0.00, 0.19], [1.21, -0.24, -1.02], [0.66, 0.58, -0.08], [0.52, -0.05, -1.36], [-1.98, -0.33, 0.94], [-0.46, 0.05, 1.33]],
  "total_charge": 0,
  "orbital_gap_ev": [10.19, 10.09],
  "relative_energy_kj_mol": 222.2,
  "e_tot_ha": -368.2794,
  "e_homo_ev": [-11.3, -11.3]
}